Below is a molecular structure, C4H4CaLiO5, with properties calculated with ωB97M-V/def2-TZVPD.

The geometry in XYZ format:
```
15
Properties=species:S:1:pos:R:3:forces:R:3:lowdin_charge:R:1
O -0.303579 -0.869634 -0.723329 1.26 -2.67 -2.06 -0.067
C -0.905728 -1.697354 0.057846 1.83 4.59 -0.26 -0.681
C -0.553071 0.744551 0.037948 -0.60 2.14 2.56 -0.101
O -0.290366 -2.607655 0.625572 -0.46 -1.67 0.71 -0.066
O -2.025515 -1.086133 0.490663 -1.34 -2.00 0.90 0.021
C -2.040275 0.287804 0.116004 1.79 -0.08 0.03 -0.170
H 0.014342 0.803106 0.970969 -0.40 -1.86 0.60 0.067
H -0.778209 1.789175 0.288477 0.67 1.73 -2.05 0.073
H -2.529237 0.470186 -0.841552 -0.02 -0.29 -0.03 0.122
H -2.550511 0.846744 0.900073 -0.15 -0.20 0.10 0.121
O 2.052106 1.989760 -0.848629 2.75 3.34 -1.91 -0.099
C 1.733178 0.939336 -0.441301 -3.85 -5.31 3.05 -0.612
O 2.507735 -0.041052 0.074771 -0.20 1.39 -1.57 -0.395
Li 1.608927 -2.288879 0.837955 -0.86 0.81 -0.63 0.765
Ca 4.060210 0.720047 -1.545474 -0.43 0.07 0.55 1.022
```
Positions in Å, forces in eV/Å.

Its total energy is -33089.3403 eV. Its lowest unoccupied orbital energy (alpha / beta) is -0.588 / -0.896 eV. Its spin multiplicity is 2. The charge is 0. The HOMO-LUMO gap (alpha / beta) comes out at 4.97 / 5.90 eV.



Below is 10 unconnected molecules or ions with the total composition BF4H18O9, with properties calculated with ωB97M-V/def2-TZVPD.

The geometry in XYZ format:
```
32
Properties=species:S:1:pos:R:3:forces:R:3:lowdin_charge:R:1
B 0.156929 0.582540 -0.014342 0.53 0.48 -1.89 -1.240
F 0.035325 1.308128 -1.235373 -0.32 0.17 0.99 0.092
F -0.823512 -0.429436 -0.058076 -0.01 -0.05 0.74 0.101
F 1.459177 0.070040 0.019621 -0.37 -0.30 0.33 0.127
F -0.027940 1.421941 1.084763 -0.80 -0.08 0.45 0.112
O 3.328952 -1.012371 2.206602 0.32 0.15 0.42 -0.058
H 3.049598 -1.895996 2.477364 -0.27 0.06 -0.34 0.025
H 3.137781 -0.446369 2.961289 0.08 -0.03 -0.04 0.025
O 1.277447 -2.553621 1.053225 -0.36 -0.39 0.05 -0.089
H 1.276905 -1.621905 0.772743 0.24 -0.30 -0.02 -0.003
H 0.475573 -2.626291 1.597952 0.55 0.19 -0.25 0.005
O 2.275184 2.617317 1.201866 0.68 0.65 0.19 -0.060
H 1.579767 2.758221 0.555628 -0.10 -0.11 0.06 0.018
H 2.041781 1.787043 1.620190 -0.08 -0.15 -0.24 0.007
O -0.181785 -1.129329 -3.717935 -0.07 0.41 -0.24 -0.072
H -1.133164 -1.157715 -3.574655 0.07 -0.16 0.09 0.010
H 0.098693 -0.276956 -3.348104 0.23 -0.19 0.09 0.001
O -3.626012 0.115304 -1.249158 -0.42 0.13 0.01 -0.071
H -3.591006 -0.703867 -1.755070 0.28 -0.05 0.12 0.007
H -2.893467 0.036502 -0.629187 0.11 0.03 -0.12 0.002
O 1.858654 0.808827 -2.965922 0.43 0.06 -0.66 -0.052
H 1.874862 1.287579 -3.801954 0.06 -0.05 0.06 0.045
H 1.979074 1.483921 -2.291028 -0.25 -0.15 0.19 0.037
O -0.336298 -1.500747 2.968200 -0.57 0.16 0.43 -0.044
H -1.088632 -1.033233 2.582992 0.15 0.01 -0.09 0.053
H 0.156398 -0.820178 3.436971 0.06 0.00 -0.15 0.050
O -2.602203 3.187569 1.071831 -0.01 -0.02 0.20 -0.056
H -2.714650 3.701634 1.876869 0.03 -0.02 -0.03 0.023
H -1.887938 2.568162 1.274853 0.10 0.03 -0.20 0.010
O -1.885125 -2.168775 -1.731597 -0.06 0.10 0.06 -0.075
H -2.011979 -2.834934 -1.051070 0.10 0.02 0.01 0.046
H -1.258388 -1.523006 -1.339488 -0.30 -0.57 -0.21 0.025
```
Positions in Å, forces in eV/Å.

Its total energy is -30275.5721 eV. Its lowest unoccupied orbital energy is 2.552 eV. The charge is -1. The HOMO-LUMO gap comes out at 10.03 eV.



Below is 3 unconnected molecules or ions with the total composition C20H52BN7O6P2, with properties calculated with ωB97M-V/def2-TZVPD.

The geometry in XYZ format:
```
88
Properties=species:S:1:pos:R:3:forces:R:3:lowdin_charge:R:1
C 2.470940 0.573565 0.889706 -0.57 0.08 -0.06 -0.074
C 2.182930 -0.859405 0.458659 0.16 -0.50 0.44 -0.146
C 3.305654 -1.450749 -0.357767 -0.22 0.46 -0.37 -0.495
O 3.835668 -0.855830 -1.257439 0.28 -0.10 0.09 0.134
O 3.662623 -2.694069 0.036387 0.23 0.42 0.25 0.007
C 5.042707 -3.047802 -0.192123 1.07 -1.04 -0.26 -0.201
C 6.043235 -2.373088 0.775885 -0.23 -0.22 0.10 -0.113
C 5.409907 -1.766898 2.019981 0.07 0.64 -0.62 -0.110
C 6.426022 -1.428073 3.086084 -0.15 -0.05 0.04 -0.497
N 5.913045 -0.837885 4.282408 -0.31 0.05 -0.20 0.106
O 7.599364 -1.617260 2.940343 0.22 -0.25 0.15 0.115
B 5.113171 -4.627391 0.031857 -0.40 0.12 0.61 -0.440
C 4.705132 -5.221902 1.443159 -0.40 0.26 -0.66 0.013
O 5.502852 -5.441471 -0.992938 -0.62 0.32 -0.40 0.162
H 3.389545 0.676682 1.462776 0.13 -0.09 -0.08 0.062
H 1.650735 0.887095 1.535733 0.01 0.17 0.00 0.073
H 2.493549 1.249088 0.039123 0.12 0.04 -0.02 0.073
H 2.048731 -1.485892 1.341375 -0.10 -0.07 -0.01 0.112
H 1.254951 -0.915497 -0.111705 0.00 0.08 -0.11 0.111
H 5.371107 -2.863471 -1.213512 -0.43 0.40 -0.13 0.141
H 6.745492 -3.139406 1.113050 0.15 0.05 -0.05 0.117
H 6.639426 -1.623415 0.261283 -0.02 0.10 0.02 0.130
H 4.582020 -2.352820 2.415832 0.12 -0.15 0.17 0.122
H 4.964204 -0.808596 1.727909 -0.15 0.03 0.12 0.112
H 5.646586 -1.571617 4.931649 0.30 0.06 0.22 0.092
H 5.056609 -0.339439 4.060617 -0.10 -0.08 0.08 0.074
H 4.168741 -6.162166 1.302811 0.15 -0.19 0.27 0.065
H 4.033716 -4.529585 1.948907 0.00 -0.04 0.18 0.055
H 5.590076 -5.370498 2.061823 0.02 -0.17 0.05 0.077
H 4.990227 -6.257508 -0.984161 0.59 -0.31 0.18 0.107
C 0.197640 3.774494 -4.502080 -0.46 -0.06 -0.25 -0.135
N 0.307260 3.250780 -3.158372 0.28 0.01 0.24 -0.314
C 0.789770 1.873651 -3.189833 0.01 -0.12 0.37 -0.127
P -0.823128 3.550335 -1.907287 2.43 4.58 -2.67 0.699
O 0.038260 3.309051 -0.706959 -2.07 -2.49 0.64 -0.287
N -1.103621 5.260351 -1.722527 0.13 0.06 -0.38 -0.337
C -0.172798 6.203981 -2.325520 0.14 -0.03 -0.16 -0.131
C -1.348887 5.630086 -0.331091 -0.10 -0.16 0.13 -0.147
N -2.248513 3.318148 -2.928994 -0.68 -1.86 2.06 -0.286
C -3.108041 4.437049 -3.295723 -0.02 0.38 0.02 -0.132
C -3.095920 2.193310 -2.473825 0.23 -0.18 -0.24 -0.129
H -0.553473 3.249799 -5.110407 0.00 -0.01 0.03 0.082
H 1.164480 3.671232 -4.999184 0.03 -0.08 0.07 0.086
H -0.037630 4.834215 -4.515336 -0.10 -0.07 0.05 0.046
H 0.043345 1.188047 -3.621655 0.08 0.00 -0.10 0.081
H 1.029520 1.529464 -2.183769 -0.03 0.06 0.01 0.059
H 1.703079 1.803931 -3.781547 -0.02 0.07 -0.06 0.084
H 0.877250 5.945090 -2.137708 0.00 0.05 -0.04 0.091
H -0.352649 7.201597 -1.922438 -0.05 -0.06 0.14 0.081
H -0.330029 6.294736 -3.400948 0.05 -0.04 0.04 0.052
H -0.424311 5.712099 0.250214 -0.01 -0.07 0.03 0.081
H -1.986369 4.894513 0.162391 0.02 0.00 0.00 0.074
H -1.868548 6.590462 -0.296665 0.00 0.01 -0.09 0.081
H -3.582693 4.928491 -2.443929 -0.01 0.03 -0.01 0.083
H -3.894476 4.046629 -3.947326 0.07 -0.17 0.03 0.085
H -2.561915 5.177659 -3.875288 0.07 0.05 0.15 0.071
H -3.633793 2.422968 -1.547549 -0.08 -0.04 -0.04 0.089
H -2.480427 1.309991 -2.293750 -0.03 0.03 -0.08 0.048
H -3.822423 1.927080 -3.241802 0.01 0.07 -0.05 0.082
C -2.404468 -1.594661 -0.594820 0.29 -0.38 0.22 -0.123
N -2.965530 -0.610094 0.304617 -0.26 0.29 -0.09 -0.300
C -2.064380 0.528747 0.433441 -0.06 0.26 0.39 -0.133
P -3.801645 -0.982020 1.741558 -2.17 -2.37 -4.28 0.672
O -4.604435 0.250068 1.988314 1.86 0.31 2.38 -0.282
N -5.080016 -2.119567 1.409022 0.29 -0.10 -0.48 -0.332
C -5.511344 -2.327942 0.033762 0.09 0.02 -0.17 -0.133
C -6.244263 -1.903507 2.263750 0.05 0.05 0.22 -0.149
N -2.699244 -2.203578 2.344743 0.03 1.74 2.10 -0.296
C -3.064461 -3.613592 2.393123 -0.21 -0.23 -0.14 -0.132
C -2.103687 -1.804916 3.639027 0.22 0.25 -0.21 -0.132
H -1.473205 -2.041988 -0.217008 -0.01 0.02 0.03 0.080
H -2.181894 -1.113984 -1.550588 0.02 0.09 0.05 0.080
H -3.099533 -2.398278 -0.815731 0.06 0.01 0.13 0.047
H -1.138965 0.262874 0.966617 0.06 0.02 -0.12 0.080
H -2.542750 1.344837 0.974721 -0.06 -0.07 0.02 0.080
H -1.795309 0.910184 -0.548302 0.13 -0.14 0.06 0.030
H -5.658710 -1.387636 -0.513659 -0.01 -0.05 -0.04 0.090
H -6.455173 -2.874761 0.025707 -0.05 0.06 0.13 0.081
H -4.810501 -2.955141 -0.518353 -0.05 0.07 0.01 0.052
H -6.876497 -1.081782 1.911675 0.03 0.05 0.05 0.082
H -5.941490 -1.673117 3.286020 0.00 0.02 -0.02 0.074
H -6.844355 -2.816001 2.296220 0.05 -0.04 -0.06 0.081
H -3.922888 -3.826208 3.034070 -0.02 -0.02 -0.01 0.081
H -2.202722 -4.163248 2.781433 0.07 0.15 0.03 0.083
H -3.259091 -4.003284 1.396858 -0.15 0.09 0.01 0.073
H -2.827072 -1.855153 4.460442 0.06 -0.07 0.05 0.081
H -1.732452 -0.777783 3.580816 -0.05 -0.01 0.00 0.075
H -1.253847 -2.442402 3.883716 -0.01 -0.05 -0.07 0.076
```
Positions in Å, forces in eV/Å.

Its total energy is -63553.4199 eV. Its lowest unoccupied orbital energy is 0.248 eV. The charge is 0. The HOMO-LUMO gap comes out at 8.70 eV. The SMILES is CCC(=O)O[C@@H](CCC(N)=O)B(C)O.CN(C)P(=O)(N(C)C)N(C)C.CN(C)P(=O)(N(C)C)N(C)C.



Below is C2H4N4 in the gas phase, with properties calculated with ωB97M-V/def2-TZVPD.

The geometry in XYZ format:
```
10
Properties=species:S:1:pos:R:3:forces:R:3:lowdin_charge:R:1
N 1.948563 -0.037641 -0.406918 -0.02 -0.03 0.11 0.108
C 0.589285 -0.010708 -0.149102 0.03 -0.13 0.06 -0.511
N -0.163949 1.112437 -0.319886 -0.04 -0.15 0.07 0.109
C -1.374730 0.687167 -0.027603 -0.06 -0.05 0.01 -0.194
N -1.348224 -0.612264 0.293204 -0.14 0.08 0.00 -0.016
N -0.076848 -1.085344 0.233744 0.06 0.21 -0.10 0.076
H 2.433207 0.782823 -0.071760 -0.05 -0.03 -0.11 0.085
H 2.375439 -0.893937 -0.083016 0.01 0.08 0.00 0.083
H -2.283137 1.275072 -0.047493 0.14 -0.07 0.02 0.117
H -2.099607 -1.217608 0.578828 0.08 0.08 -0.07 0.143
```
Positions in Å, forces in eV/Å.

Its total energy is -8099.2979 eV. Its lowest unoccupied orbital energy is 1.018 eV. The charge is 0. The HOMO-LUMO gap comes out at 9.79 eV. The SMILES is Nc1nc[nH]n1.